[1]
Molecular formula: C40H43ClFN6SV
Method: DFT, ωB97M-V with the def2-TZVPD basis set

```
93
C40H43ClFN6SV | OMol25 | ωB97M-V with the def2-TZVPD basis set
V 0.992 -0.579 0.787
Cl 3.844 -1.641 -0.844
S -1.919 -0.493 2.082
F -0.558 -1.239 -0.619
N 0.451 -2.224 1.974
N 1.032 1.075 0.970
N 2.635 -0.888 2.025
N -3.001 -2.915 1.813
N -1.195 0.710 -2.466
N -0.733 -2.938 1.881
C 2.103 -1.097 -0.955
C -3.119 2.605 -1.289
C 4.824 -0.343 2.810
C -1.474 -1.512 -1.624
C 1.331 -2.643 2.881
C -3.416 -2.113 -3.419
C 1.068 -3.778 3.797
C -2.006 -2.769 -1.615
C 1.665 3.013 -0.935
C 1.662 3.338 0.529
C -2.999 -3.106 -2.538
C -3.071 3.716 -3.515
C 3.745 -0.138 1.989
C -0.041 1.166 -5.183
C 1.115 -3.599 5.178
C 2.550 -1.924 2.925
C 0.775 -5.049 3.301
C -1.657 3.049 -5.310
C 1.334 2.592 2.833
C -1.807 -2.197 1.909
C 1.265 1.387 -4.418
C 1.650 3.875 3.263
C -1.997 2.836 -0.273
C -0.308 -0.330 -5.355
C 0.899 -4.663 6.044
C 1.963 4.884 2.362
C 0.624 -5.925 5.540
C 3.649 -2.205 3.773
C 1.003 1.502 3.810
C -2.860 -0.847 -3.412
C 1.967 4.606 1.001
C 0.561 -6.111 4.163
C 4.768 -1.423 3.719
C -2.614 2.665 -2.725
C -2.615 3.914 -4.809
C -1.667 1.750 -3.256
C 1.338 2.321 1.451
C -1.814 -0.461 -2.515
C -1.167 1.981 -4.562
C -3.917 1.351 -0.919
H -3.263 0.510 -0.698
H -3.433 -4.097 -2.549
H 2.205 5.388 0.287
H 2.197 5.881 2.717
H 0.104 0.959 3.510
H 3.588 -3.044 4.452
H 1.127 1.079 -3.383
H 1.807 0.762 3.855
H 0.861 1.914 4.811
H 0.090 1.579 -6.191
H 2.460 2.298 -1.168
H 1.643 4.085 4.328
H 2.111 -0.296 -1.690
H 5.690 0.300 2.739
H -1.482 3.783 -0.460
H 0.733 2.531 -1.234
H -4.603 1.057 -1.716
H 0.704 -5.183 2.231
H 1.815 3.912 -1.536
H 3.735 0.664 1.261
H -4.498 1.548 -0.013
H -2.985 4.739 -5.407
H 1.312 -2.608 5.570
H -3.738 -2.358 1.411
H 5.609 -1.637 4.369
H 0.934 -4.501 7.115
H 0.464 -0.763 -5.999
H -3.797 4.403 -3.092
H 0.335 -7.091 3.760
H -1.282 -0.516 -5.811
H -3.216 -0.100 -4.113
H -2.403 2.858 0.742
H 0.449 -6.757 6.212
H -0.282 -0.850 -4.400
H -1.264 3.205 -6.311
H -2.877 -3.812 1.365
H -1.644 -3.465 -0.867
H -4.201 -2.331 -4.137
H -3.814 3.451 -1.206
H 1.589 -1.949 -1.405
H 2.079 0.799 -4.852
H 1.552 2.441 -4.427
H -1.271 2.025 -0.320
```

Properties
Total charge = -2
Frontier orbital gap (alpha / beta) = 5.0 / 5.8 eV
E_HOMO (alpha / beta) = -0.62 / -1.45 eV
Max |F| = 0.5 eV Å⁻¹
Multiplicity = 3

=====

[2]
Molecular formula: C40H44BiBrN8O2PS2
Method: DFT, ωB97M-V with the def2-TZVPD basis set

```
99
C40H44BiBrN8O2PS2 | OMol25 | ωB97M-V with the def2-TZVPD basis set
Bi 0.162 -0.131 0.308
Br 0.385 1.087 7.569
S -1.845 0.569 -4.125
S -1.130 1.569 -1.260
P -2.025 2.160 -2.943
O -1.380 -1.054 -0.376
O -0.045 1.634 1.545
N -2.088 -1.847 4.371
N 1.024 -2.223 -0.405
N 1.626 -3.554 -2.331
N 2.029 -0.330 1.522
N 2.918 -3.713 -0.291
N 1.846 0.467 -1.139
N 0.682 -4.614 -0.380
N -0.923 -0.971 2.261
C -6.350 3.588 -2.160
C -1.819 4.128 -4.923
C -6.118 2.560 -3.064
C -1.301 3.658 -3.715
C -4.820 2.120 -3.300
C -5.283 4.174 -1.489
C 0.058 -1.670 3.132
C 2.985 -0.122 -0.744
C 5.255 -0.962 -1.137
C 4.307 -1.220 1.075
C -1.528 0.168 3.004
C -0.246 4.345 -3.122
C 2.262 0.417 2.615
C 1.089 -2.261 -1.886
C -3.746 2.702 -2.636
C 0.037 1.480 2.819
C 3.120 -0.578 0.645
C -0.960 1.833 5.138
C 0.152 -3.321 0.058
C 4.078 -0.318 -1.610
C 0.757 -4.626 -1.844
C -1.299 5.268 -5.520
C 0.232 1.245 5.689
C 2.372 -2.423 0.151
C -1.070 1.947 3.787
C 2.969 -3.739 -1.762
C -2.690 -2.449 3.185
C 2.783 0.780 -3.322
C -0.249 5.950 -4.917
C -1.999 -1.932 1.901
C -3.989 3.732 -1.726
C 5.355 -1.405 0.182
C 1.157 0.896 3.456
C 0.279 5.487 -3.720
C -0.664 -2.194 4.406
C 1.259 0.799 4.891
C 2.031 -4.786 0.168
C 3.948 0.152 -2.928
C 1.757 0.918 -2.392
C -2.228 -0.388 4.288
H -3.295 -0.121 4.281
H 0.518 -2.503 2.594
H 3.392 -4.694 -2.103
H 0.090 -2.098 -2.311
H 2.661 1.162 -4.326
H 0.177 3.983 -2.190
H -2.631 3.589 -5.401
H 0.820 1.403 -2.631
H 1.719 -1.456 -2.262
H -2.730 -1.445 1.250
H -3.763 -2.214 3.155
H -1.948 2.403 3.355
H -5.458 4.970 -0.775
H -2.257 0.692 2.381
H -0.248 -4.514 -2.271
H 1.991 -4.795 1.267
H 2.141 0.353 5.330
H -0.198 -1.765 5.303
H -1.710 5.618 -6.460
H 1.105 6.007 -3.249
H -0.684 0.972 3.293
H -6.946 2.091 -3.583
H -3.157 4.181 -1.195
H 2.436 -5.763 -0.133
H 3.266 0.734 2.906
H 1.133 -5.599 -2.190
H -0.861 -3.179 -0.332
H -0.553 -3.286 4.482
H 6.093 -1.110 -1.808
H 3.643 -2.956 -2.128
H -7.363 3.927 -1.972
H 3.071 -1.564 -0.201
H 0.855 -1.004 3.414
H 0.075 -3.307 1.143
H 4.382 -1.562 2.098
H 0.164 6.837 -5.385
H -1.590 -2.764 1.344
H -1.796 0.068 5.180
H -1.762 2.190 5.767
H 2.337 -2.388 1.240
H -4.646 1.309 -4.000
H 6.261 -1.893 0.518
H 4.760 0.036 -3.636
H -2.608 -3.545 3.241
```

Properties
Total charge = -1
Frontier orbital gap (alpha / beta) = 4.7 / 4.7 eV
E_HOMO (alpha / beta) = -2.81 / -2.79 eV
Max |F| = 12.1 eV Å⁻¹

=====

[3]
Molecular formula: C40H44BrF4IrN3PSb
Method: DFT, ωB97M-V with the def2-TZVPD basis set

```
95
C40H44BrF4IrN3PSb | OMol25 | ωB97M-V with the def2-TZVPD basis set
Ir 0.246 0.058 0.044
Sb -0.868 2.282 -0.965
Br 1.943 0.092 -1.761
P -0.590 -1.802 -0.896
F 3.072 -3.610 -5.172
F -0.674 -4.330 -2.471
F 3.494 -1.214 -3.979
F 0.996 -5.161 -4.409
N -1.879 0.114 3.667
N -0.695 0.194 1.837
N -7.236 -0.401 7.792
C 1.006 3.047 -3.366
C -3.856 -1.967 -3.261
C -0.990 -3.972 0.894
C -3.600 1.001 -0.781
C 0.701 -4.485 2.538
C 1.038 -2.649 1.041
C -3.273 -2.175 -0.542
C 0.172 0.297 2.918
C 2.258 -3.200 -4.236
C -6.327 -0.307 7.099
C 1.488 -3.428 2.092
C -5.186 -0.195 6.226
C -0.444 2.627 -3.122
C 0.335 3.683 0.233
C -5.269 0.595 5.081
C -2.547 -1.822 -2.834
C 1.600 -1.557 -2.638
C 1.779 3.189 0.140
C -0.567 0.262 4.054
C -1.922 0.073 2.332
C 1.189 -3.996 -3.843
C -3.243 2.894 0.857
C 0.333 -3.551 -2.844
C 2.470 -1.967 -3.623
C -0.099 3.723 1.697
C -3.044 2.399 -0.575
C 0.515 -2.318 -2.232
C -3.015 0.012 4.548
C -0.215 -2.901 0.458
C -4.008 -0.875 6.529
C -0.521 -4.760 1.936
C -2.918 -0.776 5.684
C -4.865 -2.226 -2.340
C -4.575 -2.332 -0.983
C -0.788 1.329 -3.854
C 0.162 5.064 -0.396
C -2.253 -1.926 -1.470
C -3.745 3.367 -1.522
C -4.175 0.704 4.242
C -1.330 3.767 -3.621
H -5.363 -2.547 -0.274
H 0.576 5.132 -1.400
H -4.762 3.499 -1.139
H -6.182 1.133 4.865
H -4.088 -1.901 -4.316
H -2.821 -0.100 1.772
H 2.427 3.885 0.679
H -0.119 2.741 2.169
H 1.239 0.411 2.815
H -4.298 2.759 1.114
H -1.928 -4.214 0.414
H 0.696 5.788 0.227
H -3.285 4.354 -1.557
H -4.217 1.352 3.374
H 1.909 2.207 0.619
H -3.835 2.970 -2.530
H -3.448 0.652 -1.805
H -1.762 -1.653 -3.560
H -1.169 4.697 -3.074
H -1.107 -5.606 2.268
H 1.057 -5.116 3.342
H 1.223 4.034 -2.963
H -2.639 2.378 1.601
H 1.135 3.116 -4.450
H -3.954 -1.484 7.421
H -0.185 0.481 -3.523
H -2.386 3.532 -3.620
H 1.755 2.356 -3.006
H -3.047 -2.256 0.514
H -0.883 5.381 -0.424
H 0.635 4.326 2.240
H -0.281 0.355 5.088
H -5.882 -2.358 -2.683
H -2.009 -1.322 5.901
H 2.457 -3.242 2.535
H -1.064 4.202 1.828
H 1.705 -1.882 0.632
H -3.031 3.961 0.935
H -4.678 1.022 -0.595
H -3.155 0.271 -0.112
H -0.593 1.471 -4.920
H 2.145 3.133 -0.886
H -1.044 3.953 -4.660
H -1.842 1.066 -3.742
```

Properties
Total charge = +3
Frontier orbital gap = 6.0 eV
E_HOMO = -16.20 eV
Max |F| = 0.9 eV Å⁻¹